# 1
The following is a quantum chemistry calculation of C37H68AgN7O11 as an isolated structure in a non-equilibrium geometry, from OMol25.

Positions of all 124 atoms, in Å:
Ag -1.217 10.853 21.806
C 0.897 7.399 24.275
C 0.931 8.939 24.533
C 2.205 9.525 25.241
O 0.790 9.544 23.282
H 1.040 6.862 25.208
H 1.728 7.155 23.563
H -0.063 7.117 23.812
H 0.087 9.130 25.233
H 1.777 10.381 25.719
H 2.967 9.846 24.531
H 2.595 8.919 26.066
O 1.765 6.059 20.846
C 2.199 6.905 20.121
O 3.114 6.670 19.192
C 3.369 5.267 18.938
C 3.857 4.532 20.169
C 1.705 8.354 20.090
H 4.145 5.188 18.205
H 2.456 4.842 18.549
H 3.114 4.317 20.892
H 4.720 5.075 20.551
H 4.359 3.620 20.003
H 1.582 8.535 21.209
H 0.780 8.489 19.604
H 2.522 9.003 19.683
O -1.449 9.607 18.768
C -0.877 9.578 17.699
O -1.431 9.243 16.507
C -2.852 8.898 16.560
C -3.791 10.121 16.354
C 0.560 9.914 17.412
H -3.019 8.371 17.483
H -3.069 8.088 15.838
H -3.667 11.019 16.991
H -4.773 9.707 16.622
H -3.764 10.471 15.332
H 0.839 10.425 18.346
H 0.706 10.570 16.560
H 1.172 9.022 17.256
O -1.794 8.496 21.429
C -2.759 8.063 20.803
O -2.660 6.906 20.111
C -1.439 6.161 20.286
C -1.091 5.541 18.885
C -4.069 8.734 20.566
H -1.635 5.372 20.974
H -0.694 6.874 20.610
H -0.871 6.286 18.179
H -1.912 4.997 18.409
H -0.241 4.893 18.989
H -3.849 9.320 19.702
H -4.383 9.448 21.281
H -4.881 8.033 20.326
O -3.636 11.238 22.207
C -4.141 12.000 23.015
O -5.436 12.208 23.159
C -6.379 11.730 22.145
C -7.708 12.289 22.503
C -3.401 12.623 24.147
H -6.440 10.672 22.164
H -6.035 11.986 21.155
H -7.903 13.286 22.194
H -7.655 12.214 23.639
H -8.476 11.609 22.061
H -2.400 12.784 23.822
H -3.349 11.867 24.943
H -3.857 13.554 24.452
O 2.710 6.409 27.146
C 3.599 5.607 27.084
O 4.948 5.884 27.054
C 5.416 7.232 27.080
C 6.387 7.428 25.876
C 3.374 4.075 26.877
H 5.833 7.386 28.066
H 4.556 7.854 27.032
H 6.809 8.392 26.089
H 5.851 7.501 24.938
H 7.207 6.720 25.775
H 3.216 3.984 25.796
H 2.442 3.779 27.356
H 4.153 3.465 27.254
C 1.491 3.706 23.100
C 0.103 4.112 23.264
N -0.911 4.617 23.441
H 1.724 3.625 22.028
H 1.607 2.709 23.551
H 2.122 4.414 23.637
C -3.091 8.812 24.867
C -4.396 9.449 24.838
N -5.476 9.853 24.671
H -2.219 9.080 25.440
H -2.699 8.878 23.776
H -3.171 7.765 24.992
C 3.854 12.567 27.635
C 4.793 11.874 26.756
N 5.695 11.445 26.166
H 2.994 11.997 28.020
H 3.445 13.259 26.893
H 4.370 13.094 28.492
C -0.188 7.884 28.136
C -0.749 9.144 27.666
N -1.201 10.107 27.272
H -0.153 7.838 29.244
H 0.804 7.847 27.664
H -0.732 7.120 27.710
C 2.611 12.979 24.184
C 1.580 12.478 23.207
N 0.646 12.118 22.638
H 2.433 12.433 25.083
H 2.451 14.035 24.391
H 3.635 12.798 23.836
C -1.701 14.396 18.384
C -1.620 13.248 19.307
N -1.513 12.397 20.048
H -1.359 14.144 17.334
H -1.050 15.188 18.757
H -2.718 14.706 18.390
C 7.234 10.295 23.558
C 5.808 10.211 23.091
N 4.751 10.015 22.714
H 7.847 9.497 23.079
H 7.277 10.152 24.663
H 7.639 11.272 23.318

Results
Kohn-Sham gap (spin up / spin down)   0.3760 / 0.3054 Eh
Molar mass   894.86 g mol⁻¹
Total charge   +1
2S+1   2

# 2
The following is a quantum chemistry calculation of a 9-piece molecular cluster, C37H68F2N10O10 overall in a non-equilibrium geometry, from OMol25.

Positions of all 127 atoms, in Å:
C -2.111 5.608 -3.546
C -1.148 4.404 -3.856
O -1.834 3.142 -3.660
C 0.137 4.470 -2.893
C 0.773 3.037 -2.738
N 0.931 2.578 -1.474
C 1.503 1.307 -1.415
C 1.766 0.714 -0.072
C 2.364 -0.610 0.116
C 2.673 -1.390 -1.121
C 2.418 -0.824 -2.431
C 2.766 -1.717 -3.691
C 1.442 -2.495 -4.082
O 1.232 -2.985 -5.141
F 0.458 -2.632 -3.091
C 1.844 0.555 -2.629
N 1.690 0.985 -3.946
C 1.179 2.220 -3.929
F 1.008 2.814 -5.178
H -1.484 6.541 -3.552
H -2.934 5.628 -4.304
H -2.490 5.453 -2.488
H -0.785 4.457 -4.918
H -2.450 3.278 -2.918
H 0.880 5.250 -3.196
H -0.272 4.763 -1.883
H 1.521 1.326 0.831
H 2.567 -0.993 1.158
H 3.130 -2.405 -1.035
H 3.113 -1.103 -4.561
H 3.565 -2.454 -3.386
C 1.680 6.730 -9.383
N 0.669 7.077 -8.404
C 0.212 6.327 -7.364
C 0.804 4.956 -7.169
O -0.653 6.773 -6.624
H 2.484 7.466 -9.326
H 1.229 6.774 -10.377
H 2.087 5.737 -9.216
H 0.227 7.981 -8.472
H 0.344 4.486 -6.310
H 0.613 4.335 -8.046
H 1.878 5.033 -6.987
C -1.322 8.720 1.177
N -0.991 7.772 0.133
C -0.379 8.011 -1.058
C 0.022 9.428 -1.372
O -0.172 7.088 -1.835
H -0.818 8.413 2.096
H -2.401 8.694 1.339
H -1.020 9.732 0.922
H -1.230 6.802 0.273
H 0.496 9.458 -2.352
H -0.858 10.073 -1.393
H 0.737 9.790 -0.631
C 2.003 -3.062 6.114
N 2.590 -2.311 5.025
C 2.378 -2.458 3.698
C 1.421 -3.522 3.247
O 2.961 -1.728 2.895
H 1.471 -2.367 6.764
H 2.808 -3.534 6.682
H 1.315 -3.825 5.759
H 3.245 -1.575 5.250
H 1.361 -3.513 2.159
H 1.774 -4.506 3.566
H 0.420 -3.325 3.649
C 4.254 3.305 7.955
N 3.606 2.009 7.953
C 3.794 0.975 7.090
C 4.794 1.159 5.978
O 3.159 -0.061 7.232
H 4.770 3.433 8.908
H 3.486 4.076 7.860
H 4.968 3.406 7.142
H 2.923 1.814 8.670
H 4.833 0.254 5.374
H 4.494 1.989 5.336
H 5.787 1.342 6.392
C -4.039 -0.527 4.158
N -2.904 -1.417 4.287
C -1.679 -1.288 3.723
C -1.431 -0.086 2.850
O -0.813 -2.131 3.925
H -4.320 -0.176 5.153
H -4.868 -1.095 3.733
H -3.820 0.326 3.521
H -3.002 -2.245 4.857
H -0.410 -0.121 2.471
H -2.116 -0.090 2.000
H -1.554 0.831 3.429
C -3.359 0.596 -2.231
N -4.432 0.956 -1.321
C -4.988 0.204 -0.333
C -4.449 -1.187 -0.122
O -5.893 0.661 0.350
H -2.540 1.306 -2.100
H -3.732 0.670 -3.254
H -2.993 -0.411 -2.053
H -4.843 1.874 -1.404
H -4.986 -1.663 0.696
H -4.591 -1.786 -1.024
H -3.389 -1.142 0.139
C -0.973 -5.389 -0.042
N -2.008 -5.060 0.921
C -2.498 -5.832 1.926
C -1.918 -7.210 2.093
O -3.381 -5.399 2.658
H -0.168 -4.658 0.060
H -1.402 -5.311 -1.043
H -0.575 -6.391 0.105
H -2.441 -4.150 0.868
H -2.403 -7.708 2.931
H -2.089 -7.800 1.193
H -0.849 -7.145 2.301
C 0.840 -12.465 0.334
N 0.785 -11.037 0.578
C -0.094 -10.130 0.075
C -1.164 -10.631 -0.860
O 0.000 -8.951 0.384
H 0.735 -12.983 1.289
H 1.814 -12.706 -0.095
H 0.057 -12.795 -0.342
H 1.472 -10.630 1.195
H -1.785 -9.794 -1.176
H -0.711 -11.079 -1.746
H -1.798 -11.359 -0.351

Results
Kohn-Sham gap   0.3055 Eh
Molar mass   851.01 g mol⁻¹
2S+1   1

# 3
The following is a quantum chemistry calculation of C37H68F2N3O13S4 as an isolated structure in a non-equilibrium geometry, from OMol25.

Positions of all 127 atoms, in Å:
C -45.456 4.432 -1.993
C -45.886 3.672 -0.801
O -46.863 4.184 -0.142
N -45.194 2.403 -0.512
H -45.321 1.838 -1.337
H -44.074 2.472 -0.309
C -45.596 1.696 0.691
H -46.171 4.031 -2.927
H -44.516 4.328 -2.335
H -45.629 5.467 -1.976
H -46.466 1.236 0.371
H -45.663 2.324 1.620
H -44.941 0.757 0.853
C -39.556 4.646 -0.423
C -40.554 5.490 0.375
O -40.225 6.197 1.233
N -42.070 5.286 -0.032
H -42.242 5.576 -1.036
H -42.289 4.176 -0.210
C -43.104 5.953 0.746
H -39.774 3.629 -0.422
H -38.555 4.589 -0.151
H -39.595 4.902 -1.474
H -44.032 6.025 0.240
H -42.923 6.991 1.169
H -43.094 5.365 1.473
C -42.026 -0.567 -2.049
C -41.616 0.732 -2.811
O -40.512 0.840 -3.391
N -42.567 1.938 -2.902
H -43.567 1.566 -2.747
H -42.483 2.246 -1.846
C -42.127 3.010 -3.869
H -41.107 -1.347 -2.147
H -42.833 -1.101 -2.493
H -42.118 -0.097 -0.954
H -42.991 3.657 -3.702
H -42.219 2.506 -4.915
H -41.285 3.580 -3.610
O -42.708 2.848 -0.386
H -41.992 2.286 0.190
O -44.935 1.330 -2.862
H -45.681 1.310 -3.408
F -47.965 3.977 -4.480
C -48.613 2.837 -4.973
C -48.510 1.501 -4.327
C -49.417 0.498 -4.839
C -50.129 0.770 -6.002
C -50.282 2.079 -6.529
C -49.530 3.168 -6.001
H -47.862 1.265 -3.455
H -49.275 -0.419 -4.276
H -50.569 -0.001 -6.524
H -51.040 2.036 -7.272
H -49.613 4.152 -6.229
F -49.529 -0.228 2.940
C -49.915 0.819 2.175
C -49.552 0.871 0.881
C -49.821 2.066 0.234
C -50.468 3.198 0.766
C -50.793 3.122 2.111
C -50.542 1.892 2.876
H -48.925 0.134 0.468
H -49.401 2.168 -0.798
H -50.799 3.963 0.019
H -51.362 3.990 2.735
H -50.700 1.678 3.820
C -46.344 5.292 2.675
C -47.388 4.368 3.240
C -48.495 5.123 3.706
S -47.811 6.535 4.444
O -47.571 6.265 5.822
O -48.472 7.666 3.865
C -46.207 6.460 3.627
H -46.760 5.498 1.693
H -45.154 4.679 2.538
H -46.859 3.861 4.141
H -47.817 3.601 2.614
H -49.006 4.731 4.565
H -49.080 5.550 2.946
H -45.312 6.389 4.237
H -46.388 7.578 3.187
C -45.386 4.485 -6.249
C -45.075 3.075 -6.507
C -44.677 3.026 -7.824
S -43.429 4.240 -7.924
O -43.547 5.089 -9.115
O -42.157 3.697 -7.489
C -44.162 5.189 -6.564
H -45.565 4.646 -5.174
H -46.196 4.836 -6.816
H -46.163 2.526 -6.493
H -44.477 2.461 -5.555
H -45.510 3.476 -8.454
H -44.267 2.155 -7.951
H -44.430 6.240 -6.745
H -43.227 5.117 -5.962
C -47.587 -3.651 -2.802
C -46.721 -2.872 -3.755
C -46.308 -1.717 -3.217
S -46.260 -1.741 -1.483
O -47.015 -0.700 -0.787
O -44.930 -1.913 -0.985
C -47.092 -3.275 -1.418
H -47.542 -4.711 -3.360
H -48.609 -3.421 -3.036
H -47.280 -2.782 -4.730
H -45.753 -3.533 -3.851
H -46.983 -0.660 -3.375
H -45.404 -1.382 -3.798
H -47.865 -3.087 -0.642
H -46.261 -4.142 -1.037
C -44.171 10.897 -1.186
C -45.633 11.385 -1.339
C -46.474 10.283 -1.096
S -45.710 9.244 0.057
O -45.605 7.907 -0.414
O -46.187 9.509 1.447
C -44.105 9.945 -0.035
H -43.395 11.718 -1.109
H -43.947 10.259 -1.947
H -45.784 11.776 -2.497
H -45.754 12.158 -0.536
H -46.927 9.751 -1.922
H -47.511 10.518 -0.414
H -43.342 9.189 -0.335
H -43.973 10.341 0.923

Results
Kohn-Sham gap   0.2935 Eh
Molar mass   929.22 g mol⁻¹
Total charge   +1
ΔE to the lowest compared entry with this formula, charge and spin   0.2423 eV
2S+1   1

# 4
The following is a quantum chemistry calculation of a 11-piece molecular cluster, C37H68N10O7 overall in a non-equilibrium geometry, from OMol25.

Positions of all 122 atoms, in Å:
C -4.450 -0.608 -0.416
C -4.529 0.551 -1.226
C -5.634 0.406 -2.027
N -6.201 -0.806 -1.736
C -5.488 -1.444 -0.764
H -3.652 -0.867 0.261
H -3.777 1.318 -1.284
H -6.023 1.059 -2.789
H -7.092 -1.109 -2.084
H -5.892 -2.359 -0.363
C -3.269 4.185 -3.676
C -2.987 2.839 -3.307
C -1.670 2.791 -2.921
N -1.170 4.059 -2.954
C -2.118 4.903 -3.448
H -4.196 4.569 -4.067
H -3.626 1.973 -3.321
H -1.055 1.994 -2.533
H -0.228 4.307 -2.696
H -2.008 5.974 -3.382
C -2.580 3.915 2.100
C -3.591 3.441 1.211
C -4.024 2.274 1.781
N -3.339 2.019 2.937
C -2.434 3.031 3.138
H -2.033 4.841 1.981
H -3.909 3.900 0.292
H -4.826 1.620 1.477
H -3.412 1.174 3.508
H -1.741 3.026 3.963
C 0.722 -1.248 4.418
C 2.040 -1.731 4.377
C 2.831 -0.610 4.261
N 2.057 0.511 4.365
C 0.736 0.122 4.425
H -0.179 -1.842 4.404
H 2.356 -2.759 4.351
H 3.894 -0.565 4.085
H 2.343 1.469 4.328
H -0.058 0.850 4.396
C 7.683 0.918 0.222
N 6.341 0.896 0.769
C 5.239 0.426 0.158
C 3.960 0.522 0.961
O 5.215 -0.077 -0.953
H 8.027 1.959 0.227
H 7.750 0.596 -0.811
H 8.408 0.395 0.845
H 6.288 1.103 1.749
H 3.520 -0.474 1.021
H 3.229 1.144 0.442
H 4.084 0.914 1.972
C 1.139 3.671 0.854
N 1.293 5.129 0.757
C 1.479 5.688 -0.457
C 1.935 7.122 -0.450
O 1.167 5.120 -1.493
H 1.288 3.168 -0.095
H 0.100 3.441 1.108
H 1.802 3.309 1.640
H 1.478 5.634 1.600
H 2.954 7.168 -0.844
H 1.954 7.573 0.543
H 1.368 7.784 -1.102
C 4.174 -5.661 -4.078
N 3.699 -5.019 -2.855
C 3.617 -3.683 -2.720
C 2.971 -3.180 -1.445
O 3.969 -2.903 -3.582
H 4.674 -6.595 -3.839
H 4.846 -4.988 -4.603
H 3.294 -5.824 -4.705
H 3.516 -5.596 -2.056
H 3.483 -2.247 -1.206
H 2.933 -3.858 -0.589
H 1.911 -2.962 -1.597
C 0.140 -4.603 1.300
N -1.139 -4.490 0.663
C -2.320 -5.004 1.047
C -3.416 -4.992 0.015
O -2.450 -5.457 2.181
H 0.128 -4.022 2.227
H 0.984 -4.247 0.714
H 0.436 -5.617 1.581
H -1.146 -4.057 -0.250
H -3.706 -3.951 -0.170
H -4.260 -5.578 0.357
H -3.083 -5.328 -0.968
C 1.683 -0.190 -4.081
N 1.545 -0.030 -5.507
C 2.264 0.820 -6.267
C 2.075 0.727 -7.765
O 3.040 1.630 -5.787
H 1.475 -1.195 -3.722
H 1.087 0.555 -3.542
H 2.668 0.034 -3.662
H 0.914 -0.699 -5.910
H 2.388 -0.253 -8.126
H 2.571 1.542 -8.278
H 1.008 0.833 -7.993
C -4.097 -1.850 6.740
N -3.523 -2.302 5.499
C -3.462 -1.518 4.409
C -2.814 -2.080 3.185
O -3.772 -0.325 4.384
H -4.068 -2.601 7.523
H -5.146 -1.563 6.628
H -3.595 -0.936 7.064
H -3.213 -3.249 5.366
H -3.333 -1.747 2.289
H -2.700 -3.169 3.189
H -1.794 -1.703 3.085
C 0.476 -1.236 0.646
C 0.129 0.145 0.127
C -0.993 0.831 0.877
O 0.672 0.665 -0.814
H -0.464 -1.786 0.643
H 0.956 -1.126 1.619
H 1.205 -1.625 -0.066
H -1.880 0.193 0.868
H -1.294 1.717 0.317
H -0.752 1.053 1.915

Results
Kohn-Sham gap   0.2814 Eh
Molar mass   765.01 g mol⁻¹
2S+1   1

Number 1: total energy -2808.210252 hartree. Number 2: total energy -2950.408044 hartree. Number 3: total energy -4384.659054 hartree. Number 4: total energy -2524.928713 hartree.